Formula: C14H22NOS
Source: the OMol25 dataset
Level of theory: ωB97M-V with the def2-TZVPD basis set

Cartesian coordinates (Å):
C (-3.041, -2.281, 1.805)
C (-3.819, -1.269, 0.951)
C (-2.793, -0.185, 0.590)
N (-1.443, -0.817, 0.660)
C (-0.288, -0.064, 0.707)
C (1.019, -0.597, 0.820)
C (1.354, -1.867, 0.292)
C (2.614, -2.386, 0.439)
C (3.586, -1.682, 1.132)
C (3.295, -0.428, 1.652)
C (2.048, 0.123, 1.481)
C (-1.565, -2.104, 1.407)
H (-3.180, -2.064, 2.871)
H (-3.387, -3.310, 1.654)
H (-4.213, -1.749, 0.047)
H (-4.686, -0.859, 1.484)
H (-2.962, 0.237, -0.405)
H (-2.822, 0.640, 1.309)
H (-0.414, 1.002, 0.806)
H (0.614, -2.405, -0.270)
H (2.854, -3.348, 0.016)
H (4.567, -2.108, 1.269)
H (4.046, 0.100, 2.215)
H (1.831, 1.094, 1.887)
H (-0.908, -2.060, 2.282)
H (-1.215, -2.925, 0.775)
C (1.657, 3.816, -0.235)
S (1.418, 4.771, 1.282)
C (0.843, 6.381, 0.692)
C (-0.049, 4.062, 1.987)
O (2.633, 4.824, 2.205)
H (0.729, 3.742, -0.796)
H (2.403, 4.301, -0.855)
H (2.000, 2.817, 0.009)
H (-0.048, 6.271, 0.078)
H (0.609, 7.016, 1.541)
H (1.621, 6.851, 0.102)
H (-1.012, 4.293, 1.591)
H (0.016, 3.555, 2.922)

## Properties
Orbital gap, eV: 4.9
Total charge: +1
Highest occupied orbital energy, hartree: -0.360

natural (NBO) atomic charge list, values in e, 6 entries:
1 C -0.42
2 C -0.42
3 C -0.23
4 N -0.29
5 C 0.27
6 C -0.13